[1]
Computed, not measured: 11 unconnected molecules or ions with the total composition C41H110N14O17 in a non-equilibrium geometry, with ωB97M-V with the def2-TZVPD basis set.

Cartesian coordinates (Å):
C1 -3.545 0.367 5.735
O1 -2.171 0.339 5.528
C2 -1.796 -0.400 4.379
C3 -0.263 -0.569 4.285
N1 0.422 0.733 4.320
C4 0.927 1.157 2.997
C5 1.790 2.410 3.193
O2 3.005 1.959 3.578
C6 4.001 2.906 3.452
H1 -3.775 0.930 6.639
H2 -3.790 -0.686 5.875
H3 -3.977 0.742 4.808
H4 -2.042 0.266 3.552
H5 -2.355 -1.333 4.316
H6 -0.144 -1.139 3.364
H7 0.103 -0.972 5.230
H8 1.350 0.590 4.691
H9 0.119 1.340 2.288
H10 1.680 0.491 2.575
H11 1.309 2.954 4.006
H12 1.804 3.067 2.322
H13 3.930 3.655 4.241
H14 3.982 3.375 2.468
H15 4.909 2.322 3.605
C7 -4.099 -3.404 0.856
O3 -5.365 -3.809 0.387
C8 -5.392 -5.133 -0.250
C9 -5.068 -6.345 0.672
N2 -6.276 -6.699 1.390
C10 -6.834 -5.661 2.308
C11 -7.590 -6.363 3.489
O4 -6.822 -7.529 3.863
C12 -6.134 -7.374 5.109
H16 -3.364 -3.733 0.121
H17 -3.946 -3.819 1.852
H18 -4.030 -2.316 0.877
H19 -4.682 -5.016 -1.068
H20 -6.318 -5.310 -0.797
H21 -4.144 -6.157 1.219
H22 -4.849 -7.215 0.053
H23 -6.092 -7.394 2.099
H24 -7.526 -4.964 1.835
H25 -6.089 -4.960 2.685
H26 -8.598 -6.567 3.126
H27 -7.710 -5.674 4.325
H28 -5.367 -8.114 5.340
H29 -6.837 -7.241 5.931
H30 -5.653 -6.405 5.243
C13 1.033 3.345 -1.282
O5 1.439 2.129 -0.670
C14 2.162 1.274 -1.549
C15 2.489 0.088 -0.647
N3 1.268 -0.760 -0.503
C16 1.371 -1.884 0.367
C17 0.106 -2.738 0.312
O6 -1.057 -2.210 1.047
C18 -1.671 -0.945 0.559
H31 0.786 4.146 -0.586
H32 0.226 3.177 -1.995
H33 1.750 3.839 -1.939
H34 3.130 1.704 -1.805
H35 1.646 0.984 -2.464
H36 2.707 0.410 0.371
H37 3.231 -0.583 -1.082
H38 0.680 -0.091 -0.026
H39 1.472 -1.484 1.376
H40 2.253 -2.501 0.195
H41 0.330 -3.677 0.819
H42 -0.192 -3.057 -0.687
H43 -2.712 -0.907 0.880
H44 -1.764 -0.830 -0.521
H45 -1.060 -0.077 0.806
C19 6.574 -0.964 -4.407
O7 6.247 0.403 -4.724
C20 4.939 0.914 -4.613
C21 3.926 0.227 -5.554
N4 2.488 0.358 -5.165
C22 1.636 0.020 -6.275
C23 0.125 0.210 -6.010
O8 -0.323 1.516 -5.590
C24 -1.586 1.553 -4.988
H46 6.270 -1.541 -5.281
H47 6.021 -1.276 -3.522
H48 7.634 -1.128 -4.216
H49 5.170 1.955 -4.839
H50 4.738 0.812 -3.547
H51 4.149 -0.830 -5.700
H52 3.947 0.780 -6.494
H53 2.216 1.276 -4.843
H54 1.793 -1.059 -6.277
H55 1.896 0.411 -7.258
H56 -0.329 -0.607 -5.450
H57 -0.278 0.191 -7.023
H58 -1.807 1.037 -4.054
H59 -2.377 1.248 -5.673
H60 -1.696 2.602 -4.716
C25 1.050 -11.592 5.763
O9 1.398 -11.558 4.398
C26 2.700 -11.142 3.899
C27 2.918 -9.672 4.075
N5 2.050 -8.846 3.141
C28 2.226 -7.417 3.352
C29 1.396 -6.560 2.358
O10 0.021 -6.890 2.487
C30 -0.825 -5.928 3.051
H61 0.786 -10.623 6.188
H62 1.879 -12.038 6.313
H63 0.362 -12.400 6.010
H64 2.794 -11.535 2.887
H65 3.403 -11.546 4.628
H66 3.928 -9.261 4.059
H67 2.554 -9.446 5.078
H68 1.129 -9.233 2.994
H69 3.281 -7.242 3.141
H70 1.901 -7.143 4.356
H71 1.770 -6.790 1.360
H72 1.744 -5.527 2.345
H73 -0.373 -5.384 3.880
H74 -1.809 -6.345 3.265
H75 -0.920 -5.083 2.369
C31 2.858 4.994 -4.733
O11 3.360 5.755 -3.620
C32 4.753 6.010 -3.592
C33 5.000 7.370 -2.917
N6 4.655 8.493 -3.672
C34 5.740 8.877 -4.635
C35 5.455 10.019 -5.641
O12 6.606 10.205 -6.457
C36 6.907 9.427 -7.620
H76 1.952 4.481 -4.411
H77 3.529 4.152 -4.900
H78 2.892 5.720 -5.546
H79 5.162 6.018 -4.602
H80 5.248 5.164 -3.116
H81 6.054 7.455 -2.649
H82 4.417 7.180 -2.016
H83 3.839 8.126 -4.139
H84 6.102 8.004 -5.178
H85 6.454 9.240 -3.896
H86 5.145 10.859 -5.019
H87 4.530 9.765 -6.158
H88 6.985 8.342 -7.550
H89 7.803 9.686 -8.183
H90 5.998 9.620 -8.190
C37 -7.108 -0.193 1.806
O13 -7.584 0.712 1.115
N7 -6.072 -0.840 1.532
N8 -7.561 -0.392 3.001
H91 -5.764 -1.548 2.184
H92 -5.547 -0.777 0.672
H93 -6.904 -0.938 3.539
H94 -7.712 0.520 3.407
C38 -5.123 -0.033 -1.743
O14 -4.559 -0.502 -0.734
N9 -4.825 -0.254 -2.974
N10 -6.163 0.818 -1.792
H95 -5.377 0.116 -3.735
H96 -4.083 -0.938 -2.943
H97 -6.685 1.164 -1.000
H98 -6.491 0.990 -2.731
C39 1.533 7.490 -0.667
O15 1.939 6.770 0.180
N11 0.778 8.553 -0.439
N12 1.568 7.132 -1.901
H99 0.671 8.756 0.545
H100 0.234 9.092 -1.097
H101 2.123 6.289 -1.934
H102 1.390 7.903 -2.530
C40 -0.356 6.737 2.704
O16 -1.221 6.902 3.486
N13 0.752 7.461 2.819
N14 -0.330 5.772 1.828
H103 1.562 7.476 2.217
H104 0.648 8.194 3.507
H105 0.471 5.579 1.244
H106 -1.087 5.106 1.769
C41 -2.960 2.609 0.121
O17 -2.531 3.577 1.108
H107 -2.659 2.913 -0.882
H108 -2.424 1.699 0.391
H109 -3.994 2.284 0.231
H110 -3.039 3.282 1.867

- orbital gap (spin up / spin down) (eV) = 1.398 / 8.694
- multiplicity = 2
- ⟨S²⟩ = 0.75
- highest occupied orbital energy (spin up / spin down) (Eh) = 0.014 / -0.255
- charge = -1

---

[2]
Computed, not measured: 15 unconnected molecules or ions with the total composition C41H110N8O15 in a non-equilibrium geometry, with ωB97M-V with the def2-TZVPD basis set.

Cartesian coordinates (Å):
C1 -0.676 -2.471 1.660
C2 -0.704 -1.589 0.484
C3 -2.127 -0.985 0.412
C4 -2.335 0.192 1.325
C5 -1.239 1.233 1.023
C6 0.233 0.724 1.260
N1 0.371 -0.570 0.490
O1 1.595 -1.192 0.653
C7 1.150 1.803 0.590
C8 0.510 0.625 2.709
C9 -0.451 -2.490 -0.799
H1 -0.590 -1.919 2.597
H2 0.262 -3.014 1.545
H3 -1.492 -3.173 1.823
H4 -2.364 -0.649 -0.598
H5 -2.782 -1.775 0.779
H6 -2.471 -0.144 2.353
H7 -3.310 0.621 1.092
H8 -1.398 2.148 1.593
H9 -1.336 1.516 -0.025
H10 0.888 1.910 -0.463
H11 1.014 2.855 0.841
H12 2.175 1.434 0.609
H13 0.496 1.585 3.226
H14 -0.220 0.038 3.267
H15 1.517 0.268 2.925
H16 0.365 -3.170 -0.554
H17 -0.189 -1.935 -1.700
H18 -1.301 -3.104 -1.099
H19 1.808 -1.297 -0.277
C10 5.777 4.687 -0.589
C11 4.369 4.802 -1.173
C12 3.442 4.947 -0.027
C13 2.032 5.420 -0.438
C14 2.147 6.650 -1.405
C15 3.081 6.472 -2.711
N2 4.400 5.835 -2.191
O2 5.386 5.877 -3.139
C16 2.350 5.710 -3.806
C17 3.407 7.894 -3.210
C18 4.084 3.474 -1.870
H20 6.034 5.357 0.231
H21 6.537 4.842 -1.355
H22 5.937 3.659 -0.264
H23 3.436 4.146 0.713
H24 3.815 5.826 0.499
H25 1.404 5.632 0.427
H26 1.511 4.569 -0.878
H27 2.704 7.293 -0.725
H28 1.155 7.058 -1.599
H29 1.369 6.142 -4.006
H30 2.799 5.514 -4.780
H31 2.059 4.832 -3.229
H32 4.226 7.830 -3.926
H33 2.558 8.475 -3.571
H34 3.744 8.603 -2.453
H35 4.812 3.316 -2.666
H36 3.078 3.249 -2.222
H37 4.275 2.665 -1.165
H38 5.296 4.983 -3.478
C19 -3.491 -2.483 -3.612
O3 -3.608 -1.548 -2.883
N3 -2.653 -2.652 -4.592
N4 -4.073 -3.660 -3.507
H39 -2.040 -1.922 -4.926
H40 -2.716 -3.531 -5.084
H41 -4.962 -3.650 -3.027
H42 -3.975 -4.226 -4.338
C20 2.540 0.062 -2.814
O4 3.327 -0.168 -1.981
N5 1.289 0.345 -2.579
N6 2.790 0.294 -4.078
H43 0.694 0.672 -3.326
H44 0.918 0.412 -1.642
H45 2.104 0.706 -4.695
H46 3.789 0.394 -4.186
C21 -3.886 -6.040 -0.494
O5 -4.322 -6.523 -1.598
N7 -3.527 -4.805 -0.347
N8 -3.948 -6.685 0.640
H47 -2.559 -4.831 -0.062
H48 -3.803 -4.199 -1.105
H49 -4.342 -7.611 0.562
H50 -3.425 -6.231 1.375
C22 0.353 -7.139 0.291
C23 0.078 -6.447 1.635
O6 -1.183 -5.719 1.556
H51 1.356 -7.554 0.387
H52 0.393 -6.420 -0.528
H53 -0.370 -7.921 0.062
H54 0.857 -5.696 1.765
H55 0.166 -7.119 2.489
H56 -1.165 -5.174 2.347
C24 -0.493 -5.105 -3.371
C25 -0.675 -5.986 -4.669
O7 -1.924 -6.585 -4.644
H57 -0.072 -5.657 -2.531
H58 -1.283 -4.432 -3.038
H59 0.315 -4.387 -3.512
H60 -0.009 -6.848 -4.703
H61 -0.583 -5.470 -5.625
H62 -2.549 -6.001 -5.080
C26 0.414 4.857 3.258
C27 -0.817 5.687 3.009
O8 -1.036 6.379 4.141
H63 1.259 5.518 3.454
H64 0.744 4.284 2.391
H65 0.056 4.212 4.061
H66 -1.743 5.114 2.972
H67 -0.566 6.347 2.178
H68 -0.427 7.083 4.377
C28 -5.800 -1.510 1.851
C29 -5.834 -1.597 0.313
O9 -6.704 -0.606 -0.330
H69 -6.746 -1.702 2.358
H70 -5.326 -0.606 2.234
H71 -5.202 -2.316 2.275
H72 -6.256 -2.560 0.023
H73 -4.816 -1.537 -0.070
H74 -6.512 0.263 0.029
C30 3.491 -5.580 3.237
C31 3.451 -4.146 2.616
O10 2.370 -3.398 3.203
H75 3.491 -5.590 4.327
H76 4.383 -6.068 2.844
H77 2.601 -6.162 3.000
H78 3.248 -4.114 1.546
H79 4.382 -3.580 2.575
H80 2.141 -2.559 2.797
C32 -0.976 2.069 5.782
C33 -2.140 2.507 6.733
O11 -2.090 3.956 6.668
H81 -0.094 2.602 6.139
H82 -1.003 2.352 4.730
H83 -0.640 1.034 5.732
H84 -1.995 2.089 7.729
H85 -3.085 2.220 6.272
H86 -2.473 4.249 5.837
C34 -2.385 2.521 -2.741
C35 -3.477 2.891 -1.712
O12 -4.673 3.038 -2.375
H87 -2.273 3.357 -3.431
H88 -2.622 1.689 -3.405
H89 -1.527 2.321 -2.100
H90 -3.186 3.811 -1.204
H91 -3.733 2.090 -1.019
H92 -4.677 2.236 -2.903
C36 3.147 -3.875 -1.385
C37 3.499 -5.308 -1.745
O13 4.412 -5.497 -2.780
H93 4.009 -3.319 -1.015
H94 2.411 -3.956 -0.585
H95 2.810 -3.328 -2.265
H96 2.630 -5.929 -1.962
H97 4.000 -5.679 -0.850
H98 4.497 -6.453 -2.777
C38 5.028 -0.809 1.578
C39 5.079 0.577 2.353
O14 6.412 1.024 2.494
H99 4.045 -1.278 1.599
H100 5.672 -1.562 2.035
H101 5.410 -0.666 0.567
H102 4.881 0.349 3.400
H103 4.396 1.337 1.974
H104 6.839 1.155 1.644
C40 -7.102 2.420 2.054
C41 -6.060 3.001 1.090
O15 -6.269 2.460 -0.160
H105 -6.964 2.707 3.097
H106 -7.051 1.342 1.905
H107 -8.074 2.710 1.654
H108 -5.008 2.900 1.355
H109 -6.144 4.070 0.896
H110 -5.659 2.766 -0.835

- orbital gap (eV) = 8.044
- highest occupied orbital energy (Eh) = -0.300